Record 1
Density functional theory data (the ωB97M-V functional and the def2-TZVPD basis) for 2 unconnected molecules or ions with the total composition C3H6OS3 in a non-equilibrium geometry.

Last column: natural (NBO) charge in e.
Cartesian coordinates (Å):
C (2.352, 0.178, -1.500)  -0.215
C (-1.264, -0.272, -0.868)  -0.631
C (-1.034, 0.708, 0.210)  -0.600
O (0.721, 1.390, 2.001)  -0.939
S (3.445, -0.927, -1.367)  0.186
S (1.227, -1.301, 1.070)  -0.325
S (0.759, 0.852, 0.637)  1.232
H (-2.288, -0.625, -0.858)  0.224
H (-0.909, 0.114, -1.799)  0.215
H (-0.703, -1.105, -0.670)  0.221
H (-1.596, 0.621, 1.100)  0.235
H (-1.423, 1.637, -0.302)  0.235
H (0.715, -1.270, 2.346)  0.161

The value obtained for the HOMO-LUMO gap is 8.5 eV. Its max |F| is 2.8 eV/Å. The multiplicity is 1.

Record 2
Density functional theory data (the ωB97M-V functional and the def2-TZVPD basis) for a molecular structure, C35H38N4O7SiTi in a non-equilibrium geometry.

Last column: Löwdin spin population.
Cartesian coordinates (Å):
Ti (0.987, 0.682, 0.243)  0.168
O (1.591, 0.142, 1.923)  0.145
C (2.841, 0.146, 2.318)  0.353
C (3.954, 0.290, 1.467)  0.036
C (5.252, 0.293, 2.008)  0.106
C (6.354, 0.421, 1.194)  -0.002
C (6.218, 0.553, -0.189)  0.129
C (4.954, 0.546, -0.743)  -0.011
C (3.808, 0.419, 0.043)  0.101
O (2.604, 0.410, -0.525)  0.028
N (7.679, 0.402, 1.788)  -0.005
O (7.770, 0.275, 2.998)  -0.010
O (8.639, 0.545, 1.051)  -0.009
H (3.021, 0.003, 3.384)  0.020
H (5.394, 0.193, 3.075)  0.003
H (7.099, 0.651, -0.805)  0.008
H (4.828, 0.635, -1.815)  -0.004
C (-3.648, -2.411, -1.316)  0.000
C (-2.569, -1.337, -1.149)  0.000
C (-2.244, -0.706, -2.510)  0.000
C (-3.094, -0.247, -0.208)  0.001
Si (-0.936, -2.027, -0.425)  0.004
O (0.041, -0.806, -0.021)  0.027
C (-1.286, -2.962, 1.184)  0.001
C (-2.014, -4.151, 1.244)  0.000
C (-2.231, -4.800, 2.451)  0.000
C (-1.720, -4.269, 3.627)  0.000
C (-0.989, -3.090, 3.590)  0.000
C (-0.773, -2.445, 2.379)  0.000
C (0.012, -3.118, -1.636)  0.000
C (1.357, -2.813, -1.867)  0.000
C (2.140, -3.614, -2.685)  0.000
C (1.592, -4.734, -3.295)  0.000
C (0.256, -5.044, -3.086)  0.000
C (-0.522, -4.244, -2.263)  0.000
H (-4.542, -1.983, -1.781)  0.000
H (-3.934, -2.829, -0.348)  0.000
H (-3.301, -3.228, -1.954)  0.000
H (-3.140, -0.251, -2.946)  0.000
H (-1.864, -1.453, -3.212)  0.000
H (-1.488, 0.076, -2.401)  0.001
H (-3.903, 0.317, -0.684)  0.000
H (-2.295, 0.453, 0.041)  0.000
H (-3.492, -0.692, 0.709)  0.000
H (-2.416, -4.577, 0.331)  0.000
H (-2.798, -5.723, 2.477)  0.000
H (-1.878, -4.781, 4.568)  0.000
H (-0.578, -2.681, 4.505)  0.000
H (-0.173, -1.541, 2.341)  0.000
H (1.787, -1.937, -1.398)  0.000
H (3.182, -3.366, -2.844)  0.000
H (2.206, -5.364, -3.926)  0.000
H (-0.178, -5.914, -3.565)  0.000
H (-1.565, -4.502, -2.110)  0.000
C (-2.001, 3.436, 4.416)  0.000
N (-1.213, 2.941, 3.311)  0.001
C (-0.039, 3.618, 2.789)  0.000
C (0.386, 2.634, 1.715)  0.002
O (1.385, 2.678, 0.998)  0.006
N (-0.496, 1.616, 1.660)  0.002
C (-1.365, 1.778, 2.654)  0.001
N (-2.290, 0.871, 2.957)  0.001
H (-1.995, 4.523, 4.391)  0.000
H (-1.607, 3.108, 5.381)  0.000
H (-3.035, 3.108, 4.318)  0.000
H (0.739, 3.726, 3.547)  0.000
H (-0.277, 4.596, 2.367)  0.000
H (-2.192, -0.030, 2.508)  0.000
H (-2.771, 0.919, 3.837)  0.000
C (1.377, 2.341, -3.113)  0.049
C (0.197, 2.343, -2.186)  0.362
O (0.259, 1.586, -1.111)  0.104
C (-0.980, 3.107, -2.432)  0.034
C (-1.183, 3.828, -3.628)  0.098
C (-2.355, 4.527, -3.841)  -0.006
C (-3.365, 4.539, -2.883)  0.119
C (-3.179, 3.840, -1.692)  -0.005
C (-2.014, 3.140, -1.465)  0.095
H (2.238, 1.951, -2.573)  0.001
H (1.599, 3.345, -3.474)  0.009
H (1.193, 1.697, -3.979)  0.018
H (-0.420, 3.825, -4.396)  0.008
H (-2.487, 5.067, -4.770)  -0.003
H (-4.282, 5.084, -3.063)  0.008
H (-3.957, 3.846, -0.936)  -0.003
H (-1.866, 2.599, -0.539)  0.007

The value obtained for the HOMO-LUMO gap (spin up / spin down) is 5.4 / 8.4 eV. Its expectation value of S² is 2.064. Its max |F| is 1.9 eV/Å. The multiplicity is 3.

Record 3
Density functional theory data (the ωB97M-V functional and the def2-TZVPD basis) for a single C6H10OS molecule in a non-equilibrium geometry.

Last column: natural (NBO) charge in e.
Cartesian coordinates (Å):
O (-2.013, -0.343, -1.062)  -0.720
C (-1.227, 0.046, 0.025)  0.128
C (-0.550, -1.165, 0.756)  -0.460
C (0.569, -1.786, 0.028)  -0.540
S (2.019, -0.805, -0.525)  0.255
C (1.364, 0.859, -0.621)  -0.406
C (0.876, 1.737, 0.576)  -0.442
C (-0.116, 1.213, -0.402)  -0.265
H (-1.433, -0.518, -1.839)  0.469
H (-2.032, 0.481, 0.745)  0.184
H (-1.360, -1.892, 0.862)  0.231
H (-0.132, -0.830, 1.727)  0.210
H (0.137, -2.401, -0.820)  0.209
H (0.977, -2.634, 0.729)  0.235
H (1.885, 1.590, -1.364)  0.252
H (0.872, 1.496, 1.609)  0.216
H (0.906, 2.821, 0.449)  0.212
H (-0.742, 2.131, -0.874)  0.232

As for the SMILES: O[C@H]1CCS[C@@H]2C[C@H]12. The value obtained for the HOMO-LUMO gap is 9.3 eV. Its max |F| is 3.8 eV/Å. The multiplicity is 1.

Record 4
Density functional theory data (the ωB97M-V functional and the def2-TZVPD basis) for a gas-phase ion, C7H9F3N3 (charge +1) in a non-equilibrium geometry.

Last column: natural (NBO) charge in e.
Cartesian coordinates (Å):
C (3.269, -1.597, -0.295)  -0.686
C (2.406, -0.585, 0.383)  -0.027
C (1.858, 0.487, -0.192)  -0.376
C (1.117, 1.454, 0.654)  0.481
F (1.103, 2.700, 0.158)  -0.308
N (-0.571, 1.023, 0.273)  -0.135
C (-1.261, -0.045, 0.507)  0.032
C (-2.522, 0.183, -0.187)  0.061
C (-3.756, -0.712, -0.088)  0.547
F (-4.204, -1.023, 1.154)  -0.305
F (-3.347, -1.873, -0.604)  -0.325
N (-2.398, 1.277, -0.874)  -0.138
N (-1.201, 1.737, -0.635)  -0.144
H (4.360, -1.539, -0.036)  0.264
H (3.094, -2.554, -0.114)  0.241
H (3.417, -1.587, -1.311)  0.236
H (2.263, -0.852, 1.507)  0.218
H (1.958, 0.493, -1.304)  0.270
H (1.014, 1.563, 1.660)  0.216
H (-1.014, -0.817, 1.091)  0.248
H (-4.496, -0.413, -0.795)  0.174
H (-1.088, 2.681, -0.950)  0.457

As for the total charge: +1. As for the SMILES: C/C=C/[C@@H](F)[n+]1cc(C(F)F)n[nH]1. The value obtained for the HOMO-LUMO gap is 10.5 eV. Its max |F| is 5.6 eV/Å. The multiplicity is 1.

Record 5
Density functional theory data (the ωB97M-V functional and the def2-TZVPD basis) for 12 unconnected molecules or ions with the total composition BF4H22O11 in a non-equilibrium geometry.

Last column: natural (NBO) charge in e.
Cartesian coordinates (Å):
B (0.367, 0.397, 0.542)  1.304
F (1.261, 1.224, -0.042)  -0.567
F (0.905, -0.818, 0.356)  -0.565
F (0.272, 0.773, 1.899)  -0.573
F (-0.880, 0.392, -0.037)  -0.564
O (-1.999, 0.801, -3.144)  -0.980
H (-1.762, 1.319, -3.913)  0.464
H (-1.178, 0.391, -2.869)  0.493
O (3.525, -1.035, -2.401)  -0.948
H (3.082, -1.068, -1.553)  0.483
H (4.263, -0.442, -2.263)  0.463
O (3.615, 0.865, 1.880)  -0.963
H (2.880, 0.707, 2.472)  0.482
H (3.211, 1.196, 1.078)  0.482
O (0.607, 0.568, -2.856)  -0.948
H (0.751, -0.278, -3.281)  0.476
H (0.960, 0.455, -1.973)  0.492
O (0.803, 3.994, 0.529)  -0.959
H (-0.145, 4.111, 0.474)  0.464
H (0.934, 3.051, 0.430)  0.486
O (-0.223, -3.688, -0.364)  -0.944
H (-1.172, -3.802, -0.300)  0.465
H (-0.037, -2.919, 0.175)  0.478
O (-3.402, -1.250, -1.885)  -0.962
H (-2.525, -1.318, -1.508)  0.468
H (-3.520, -0.315, -2.052)  0.492
O (-0.571, -2.107, 2.464)  -0.957
H (-1.013, -1.417, 2.958)  0.474
H (-0.081, -1.641, 1.786)  0.473
O (-3.791, 1.057, 0.526)  -0.964
H (-2.922, 0.675, 0.402)  0.496
H (-4.371, 0.304, 0.637)  0.475
O (-2.984, 1.235, 3.288)  -0.972
H (-3.311, 1.539, 2.442)  0.489
H (-2.037, 1.362, 3.240)  0.471
O (3.492, -1.827, 0.904)  -0.960
H (4.254, -1.257, 1.010)  0.473
H (2.742, -1.234, 0.948)  0.480

As for the total charge: -1. The value obtained for the HOMO-LUMO gap is 10.9 eV. Its max |F| is 3.4 eV/Å. The multiplicity is 1.

What did the fifth record say?
Density functional theory data (the ωB97M-V functional and the def2-TZVPD basis) for 12 unconnected molecules or ions with the total composition BF4H22O11 in a non-equilibrium geometry.

Last column: natural (NBO) charge in e.
Cartesian coordinates (Å):
B (0.367, 0.397, 0.542)  1.304
F (1.261, 1.224, -0.042)  -0.567
F (0.905, -0.818, 0.356)  -0.565
F (0.272, 0.773, 1.899)  -0.573
F (-0.880, 0.392, -0.037)  -0.564
O (-1.999, 0.801, -3.144)  -0.980
H (-1.762, 1.319, -3.913)  0.464
H (-1.178, 0.391, -2.869)  0.493
O (3.525, -1.035, -2.401)  -0.948
H (3.082, -1.068, -1.553)  0.483
H (4.263, -0.442, -2.263)  0.463
O (3.615, 0.865, 1.880)  -0.963
H (2.880, 0.707, 2.472)  0.482
H (3.211, 1.196, 1.078)  0.482
O (0.607, 0.568, -2.856)  -0.948
H (0.751, -0.278, -3.281)  0.476
H (0.960, 0.455, -1.973)  0.492
O (0.803, 3.994, 0.529)  -0.959
H (-0.145, 4.111, 0.474)  0.464
H (0.934, 3.051, 0.430)  0.486
O (-0.223, -3.688, -0.364)  -0.944
H (-1.172, -3.802, -0.300)  0.465
H (-0.037, -2.919, 0.175)  0.478
O (-3.402, -1.250, -1.885)  -0.962
H (-2.525, -1.318, -1.508)  0.468
H (-3.520, -0.315, -2.052)  0.492
O (-0.571, -2.107, 2.464)  -0.957
H (-1.013, -1.417, 2.958)  0.474
H (-0.081, -1.641, 1.786)  0.473
O (-3.791, 1.057, 0.526)  -0.964
H (-2.922, 0.675, 0.402)  0.496
H (-4.371, 0.304, 0.637)  0.475
O (-2.984, 1.235, 3.288)  -0.972
H (-3.311, 1.539, 2.442)  0.489
H (-2.037, 1.362, 3.240)  0.471
O (3.492, -1.827, 0.904)  -0.960
H (4.254, -1.257, 1.010)  0.473
H (2.742, -1.234, 0.948)  0.480

As for the total charge: -1. The value obtained for the HOMO-LUMO gap is 10.9 eV. Its max |F| is 3.4 eV/Å. The multiplicity is 1.

max |F| of number 1 (C3H6OS3)? 2.8 eV/Å

Which of these has the lowest max |F|? C35H38N4O7SiTi